1.
Entry from OMol25: C15H31ClP2Pt as an isolated structure (the ωB97M-V functional and the def2-TZVPD basis).

Geometry as XYZ:
```
50
C15H31ClP2Pt | OMol25 | the ωB97M-V functional and the def2-TZVPD basis
P 2.06055 0.67599 -0.97632
P 0.04695 -1.56907 1.63736
C 2.42355 -0.45113 0.44180
C 1.47574 -1.67975 0.52434
H 2.47495 0.13364 1.37806
H 3.43835 -0.82494 0.24534
H 1.06241 -1.97494 -0.46728
H 2.08180 -2.55114 0.84938
C 0.86469 -1.45286 3.31692
H 0.10885 -1.25652 4.09271
H 1.60083 -0.63223 3.33314
H 1.37709 -2.38854 3.56403
C -0.59295 -3.28371 1.86344
H 0.18513 -3.91283 2.32112
H -0.88844 -3.74390 0.91081
H -1.46106 -3.29542 2.54301
C 3.17538 2.10055 -0.84083
H 2.94127 2.86581 -1.59867
H 4.22311 1.77661 -1.01538
H 3.13134 2.56047 0.15411
C 2.76741 -0.30258 -2.35463
H 2.35734 -1.32951 -2.36800
H 3.86316 -0.36299 -2.25323
H 2.52970 0.17921 -3.31718
Pt -3.16774 3.46183 -0.80465
C -1.72227 -0.90921 1.36661
C -0.71728 0.00430 1.95110
C -0.15786 1.22504 1.20255
C -0.32465 1.33872 -0.31021
C 0.33972 0.28407 -1.31893
C -0.36942 -0.92360 -1.68672
C -1.54839 -1.57510 -1.14033
C -2.34041 -0.85095 0.00273
C -3.53442 3.91421 -2.65891
H -2.41518 -1.42124 2.04721
H -0.88012 0.19924 3.01909
H 0.88996 1.33452 1.53808
H -0.68682 2.10888 1.59221
H -1.37603 1.49613 -0.57591
H 0.10917 2.32629 -0.54692
H 0.37873 0.81941 -2.29252
H -0.11664 -1.30743 -2.67267
H -1.35726 -2.63738 -0.87428
H -2.27270 -1.63375 -1.97609
H -2.63075 0.15300 -0.33445
H -3.29403 -1.40785 0.04991
H -4.38441 3.33615 -3.03032
H -2.62457 3.67219 -3.22162
H -3.77221 4.99905 -2.68191
Cl -3.27156 2.71323 1.37289
```

## Properties
Net charge: +2
Multiplicity: 5
Molecular weight, g/mol: 503.89
Energy relative to the best compared isomer or geometry (same formula, charge and spin), kJ/mol: 0.0
⟨S²⟩: 6.015
E_HOMO (spin up / spin down), eV: -14.183 / -14.970
Kohn-Sham gap (spin up / spin down), eV: 7.9 / 7.3

Just the Löwdin charges please, in e? Sure, here they are: number 1, P, carries 0.97; number 2, P, carries 0.89; number 3, C, carries -0.27; number 4, C, carries -0.25; number 5, H, carries 0.08; number 6, H, carries 0.11; number 7, H, carries 0.08; number 8, H, carries 0.13; number 9, C, carries -0.14; number 10, H, carries 0.08; number 11, H, carries 0.07; number 12, H, carries 0.07; number 13, C, carries -0.14; number 14, H, carries 0.07; number 15, H, carries 0.06; number 16, H, carries 0.08; number 17, C, carries -0.13; number 18, H, carries 0.08; number 19, H, carries 0.10; number 20, H, carries 0.07; number 21, C, carries -0.17; number 22, H, carries 0.07; number 23, H, carries 0.07; number 24, H, carries 0.08; number 25, Pt, carries 0.77; number 26, C, carries -0.22; number 27, C, carries -0.32; number 28, C, carries -0.18; number 29, C, carries -0.22; number 30, C, carries -0.39; number 31, C, carries -0.10; number 32, C, carries -0.18; number 33, C, carries -0.15; number 34, C, carries -0.37; number 35, H, carries 0.14; number 36, H, carries 0.14; number 37, H, carries 0.10; number 38, H, carries 0.08; number 39, H, carries 0.02; number 40, H, carries 0.11; number 41, H, carries 0.14; number 42, H, carries 0.13; number 43, H, carries 0.12; number 44, H, carries 0.14; number 45, H, carries 0.09; number 46, H, carries 0.14; number 47, H, carries 0.01; number 48, H, carries 0.00; number 49, H, carries 0.03; number 50, Cl, carries -0.12

2.
Entry from OMol25: C9H19AlO11S as an isolated structure (the ωB97M-V functional and the def2-TZVPD basis).

Geometry as XYZ:
```
41
C9H19AlO11S | OMol25 | the ωB97M-V functional and the def2-TZVPD basis
Al -2.15017 3.92076 0.54399
S -3.97756 7.97604 3.52270
O -4.49002 6.63486 3.37285
O -3.67214 8.41503 4.84118
O -2.87707 7.94280 2.62788
O -4.95857 9.02229 3.17376
C 0.16717 -0.84449 -4.96957
C -0.73953 0.41296 -5.27288
C -1.97958 -0.11230 -6.06984
O -1.06858 1.25709 -4.19351
H -0.24615 -1.64985 -4.36239
H 1.09463 -0.45314 -4.55151
H 0.55215 -1.29101 -5.88636
H -0.25865 1.07343 -5.99443
H -2.78669 -0.54087 -5.47568
H -1.71764 -0.60955 -7.00376
H -2.38341 0.82548 -6.45141
C 0.29256 -4.73675 0.46504
O -0.07085 -3.35655 0.62221
C -1.18038 -2.75730 0.28947
O -1.60715 -1.66462 0.67179
O -1.82437 -3.54506 -0.52278
C -3.09628 -3.21102 -0.97833
H -0.34434 -5.28969 1.15548
H 1.36033 -4.89801 0.61323
H 0.16872 -5.05052 -0.57146
H -3.25895 -2.18613 -1.31183
H -3.72713 -3.28621 -0.09263
H -3.40963 -3.92453 -1.74045
C 3.78080 0.26375 5.75733
O 3.07667 0.88252 4.63581
C 3.33757 0.80852 3.36253
O 2.56392 1.30025 2.51436
O 4.33645 -0.02412 3.08597
C 4.73317 -0.32080 1.78441
H 3.66948 -0.81456 5.64344
H 3.41023 0.42534 6.76959
H 4.83938 0.52232 5.73175
H 5.56029 -1.03069 1.78149
H 5.01783 0.58725 1.25291
H 3.86347 -0.67297 1.22967
```

## Properties
Net charge: 0
Molecular weight, g/mol: 362.29
Energy relative to the best compared isomer or geometry (same formula, charge and spin), kJ/mol: 619.7
E_HOMO, eV: -6.584
Kohn-Sham gap, eV: 1.3

Just the Löwdin charges please, in e? Sure, here they are: number 1, Al, carries 0.99; number 2, S, carries 0.17; number 3, O, carries -0.25; number 4, O, carries -0.16; number 5, O, carries -0.23; number 6, O, carries -0.15; number 7, C, carries -0.08; number 8, C, carries -0.55; number 9, C, carries -0.08; number 10, O, carries -0.16; number 11, H, carries 0.06; number 12, H, carries 0.06; number 13, H, carries 0.06; number 14, H, carries 0.13; number 15, H, carries 0.07; number 16, H, carries 0.07; number 17, H, carries 0.06; number 18, C, carries -0.01; number 19, O, carries 0.01; number 20, C, carries -0.62; number 21, O, carries 0.10; number 22, O, carries -0.01; number 23, C, carries -0.05; number 24, H, carries 0.10; number 25, H, carries 0.09; number 26, H, carries 0.09; number 27, H, carries 0.10; number 28, H, carries 0.10; number 29, H, carries 0.10; number 30, C, carries 0.00; number 31, O, carries 0.02; number 32, C, carries -0.59; number 33, O, carries 0.08; number 34, O, carries -0.02; number 35, C, carries -0.05; number 36, H, carries 0.09; number 37, H, carries 0.09; number 38, H, carries 0.09; number 39, H, carries 0.10; number 40, H, carries 0.10; number 41, H, carries 0.10